Here is C3H2ClFO2 as an isolated structure from OMol25. Energies are from ωB97M-V/def2-TZVPD.

Each line ends with the natural charge from an NBO analysis.
Element x y z (Å)
C 1.29510 0.67819 -0.96857  0.30
C 0.28304 -0.11275 -0.39767  0.02
C -1.40829 -0.46344 1.16314  0.59
H 0.45022 -1.13758 -0.49542  0.23
H -2.71217 -0.13076 1.46791  0.21
O -0.77111 0.41025 0.35801  -0.47
O -0.72845 -1.60349 1.77916  -0.61
F 2.17134 -0.03682 -1.72600  -0.31
Cl 1.42032 2.39639 -1.18056  0.05

Summary:
- total charge = 0
- strongest force on any atom (hartree/bohr) = 0.201
- orbital gap (eV) = 9.5
- relative energy (zero: lowest compared OMol25 entry of this formula, charge and spin) (eV) = 3.826
- spin multiplicity = 1
- LUMO (eV) = -0.233

Here is one molecule with the formula C3H2ClFS from OMol25. Energies are from ωB97M-V/def2-TZVPD.

Each line ends with the natural charge from an NBO analysis.
Element x y z (Å)
C 1.46043 -0.95029 -0.07148  0.32
C 0.31549 -0.21903 -0.00610  -0.22
C -0.86553 -0.85835 0.22898  -0.34
H 1.31135 -2.07958 -0.10250  0.17
H -0.56452 -1.82948 0.84524  0.22
F 2.73712 -0.60469 -0.07756  -0.28
S -2.34446 -0.28397 -0.10787  0.10
Cl 0.39224 1.53299 0.04546  0.02

Summary:
- total charge = 0
- strongest force on any atom (hartree/bohr) = 0.112
- orbital gap (eV) = 7.9
- relative energy (zero: lowest compared OMol25 entry of this formula, charge and spin) (eV) = 0.812
- spin multiplicity = 1
- SMILES = F/C=C(\Cl)C=S
- LUMO (eV) = -1.210

Here is one molecule with the formula C3H2ClNO from OMol25. Energies are from ωB97M-V/def2-TZVPD.

Each line ends with the natural charge from an NBO analysis.
Element x y z (Å)
C -0.03873 -0.23003 0.09818  0.26
C 1.29813 -0.06355 0.18202  -0.38
C 1.45164 1.24650 -0.34305  -0.03
H 2.04771 -0.74224 0.54468  0.25
H 2.35217 1.83101 -0.45525  0.22
N 0.32459 1.79296 -0.69085  -0.11
O -0.64030 0.84806 -0.41650  -0.28
Cl -1.04799 -1.53773 0.49739  0.07

Summary:
- total charge = 0
- strongest force on any atom (hartree/bohr) = 0.009
- orbital gap (eV) = 10.7
- relative energy (zero: lowest compared OMol25 entry of this formula, charge and spin) (eV) = 0.946
- spin multiplicity = 1
- SMILES = Clc1ccno1
- LUMO (eV) = 0.810